[1]
The following is a DFT calculation (ωB97M-V/def2-TZVPD) of C46H63Cl3N4O4PSSbSe4Ti as an isolated structure.

Multiplicity: 2
Gap between HOMO and LUMO (alpha / beta): 6.96 / 5.36 eV
ΔE to the lowest compared entry with this formula, charge and spin: 176.7 kJ/mol
Net charge: +1
<S²>: 0.759

Structure (XYZ):
```
128
C46H63Cl3N4O4PSSbSe4Ti, DFT ωB97M-V/def2-TZVPD
Ti 1.7730 -0.0713 -0.0644
C 3.5277 -2.6516 -0.4627
N 3.2192 -1.5494 0.4522
C 4.0097 -1.1682 1.4357
C 3.7351 0.0377 2.0916
C 4.2954 0.8169 3.1215
C 3.7974 2.1024 3.0366
C 2.9218 2.0728 1.9719
N 2.8290 0.8281 1.4433
C 2.3712 -3.5348 -0.7617
C 1.7338 -4.2083 0.3149
C 0.6994 -5.0990 0.0739
C 0.2989 -5.3799 -1.2724
C 0.9910 -4.7719 -2.3065
C 2.0218 -3.8076 -2.0634
H 4.2998 -3.2429 -0.0241
H 3.9182 -2.1642 -1.3584
H 4.8354 -1.7820 1.7533
H 5.0406 0.4487 3.7897
H 4.2096 2.9847 3.6086
H 2.3176 2.9353 1.6936
H 2.0885 -3.9974 1.3334
H 0.1277 -5.6558 0.8544
H -0.5355 -6.0403 -1.5059
H 0.8712 -4.9447 -3.3144
H 2.4464 -3.3270 -2.9465
O 0.2135 1.2274 -0.1931
H -0.1740 1.5383 0.6405
H -0.0445 1.8102 -1.0184
O -0.1507 2.1442 3.0947
H -0.6862 2.9211 3.1504
H -0.1431 1.8855 3.9844
O 0.4420 -1.5297 -1.0065
H 0.5671 -1.6581 -1.9822
H -0.4272 -1.9832 -0.6803
Se 6.6683 -0.0525 -0.0841
Sb 6.6795 -0.5845 -2.3808
Se 6.7465 0.7596 -4.3350
Se 6.7052 -2.8403 -3.2989
Se 2.4318 0.3499 -2.1933
C -0.2162 4.5633 0.6287
C 0.2408 5.7889 -0.1540
C 0.0827 5.4925 -1.6391
C -1.3465 4.9379 -2.0050
C -2.2941 5.0804 -0.7817
C -1.7410 4.3363 0.4635
P -1.2119 3.1587 -2.4392
C -2.9482 2.6969 -2.9924
C -3.0118 1.6932 -4.0767
C -4.2074 0.8061 -4.0399
C -4.1592 -0.0480 -2.7527
C -3.6085 0.7543 -1.5248
C -3.7574 2.2351 -1.7539
C -0.3514 3.3423 -4.0954
C 0.0188 2.0325 -4.8006
C 1.0741 2.3046 -5.8607
C 0.8189 3.5896 -6.6221
C -0.6943 3.9847 -6.5461
C -1.0081 4.3692 -5.1027
H 0.0200 4.7099 1.6902
H 0.2572 3.6208 0.2509
H 1.2626 6.0456 0.0225
H -0.3537 6.6273 0.1194
H 0.8198 4.7510 -1.8973
H 0.2651 6.4278 -2.1900
H -1.7966 5.4175 -2.8875
H -3.2777 4.6704 -1.0889
H -2.4478 6.1225 -0.5415
H -2.0487 3.3021 0.4406
H -2.2829 4.7065 1.3272
H -3.4658 3.5787 -3.4137
H -2.1970 0.9785 -3.9773
H -2.9308 2.0607 -5.0999
H -4.2340 0.1658 -4.9274
H -5.0899 1.4273 -4.0097
H -3.5062 -0.8348 -2.9240
H -5.1655 -0.4633 -2.6025
H -2.5769 0.4121 -1.3698
H -4.2147 0.3767 -0.6919
H -3.5909 2.8273 -0.8733
H -4.8395 2.4522 -1.9799
H 0.6442 3.7322 -3.7403
H -0.8036 1.6008 -5.3038
H 0.3067 1.3850 -4.0282
H 1.1454 1.3882 -6.4655
H 2.0211 2.3834 -5.2916
H 1.0926 3.5348 -7.6810
H 1.4589 4.3461 -6.2207
H -1.3100 3.0847 -6.7972
H -0.9179 4.7911 -7.2237
H -2.1081 4.4590 -4.9987
H -0.5285 5.3583 -4.8895
Cl -5.1570 -3.5183 1.7062
C -3.9380 -3.4180 2.9021
C -2.6626 -3.9019 2.5894
C -1.6124 -3.8075 3.4830
C -1.8276 -3.2548 4.7736
C -0.5776 -2.8228 5.5498
C -0.4708 -1.2488 5.1344
N -0.5045 -1.0028 3.7015
C -1.6062 -0.8267 2.8736
C -1.1553 -0.6312 1.6302
N 0.2562 -0.6920 1.6644
C 0.6007 -0.8629 2.9163
O 0.5907 -3.4529 5.2943
C 0.6990 -4.8056 5.8867
C 1.8887 -5.4521 5.3263
C 3.2359 -5.1815 5.6154
Cl 3.8234 -3.9975 6.6763
S 4.3279 -6.1601 4.7054
C 3.0473 -6.9951 3.9986
C 1.8295 -6.4743 4.3872
C -3.1354 -3.0281 5.1249
Cl -3.4228 -2.4861 6.7600
C -4.2074 -2.9991 4.1997
H -2.4885 -4.4507 1.6933
H -0.6727 -4.0692 3.1117
H -0.8088 -2.8280 6.6490
H 0.5140 -0.8816 5.4814
H -1.3143 -0.8076 5.6193
H -2.5981 -0.7539 3.2655
H -1.6481 -0.3466 0.6920
H 1.6263 -0.9473 3.2512
H -0.1669 -5.3773 5.4904
H 0.7134 -4.6800 6.9824
H 3.2338 -7.7366 3.2654
H 0.8921 -6.7967 3.9395
H -5.2622 -2.6876 4.4265
```

***

[2]
The following is a DFT calculation (ωB97M-V/def2-TZVPD) of C46H64ClN5O2Ti as an isolated structure.

Gap between HOMO and LUMO: 5.14 eV
ΔE to the lowest compared entry with this formula, charge and spin: 123.7 kJ/mol
Net charge: +2

Structure (XYZ):
```
119
C46H64ClN5O2Ti, DFT ωB97M-V/def2-TZVPD
Ti 0.8715 0.3661 0.4411
C 1.9624 1.4221 3.1062
C 3.1663 1.4603 2.1436
N 2.8268 2.0789 0.8462
C 3.0201 3.5511 0.8566
C 1.8026 4.2060 1.4443
C 1.8184 4.9497 2.6003
C 0.6209 5.3464 3.1961
C -0.5662 4.8151 2.6953
C -0.5681 4.0905 1.5247
C -1.7801 3.3357 1.0439
N -1.4714 1.8901 0.9725
C -1.7152 1.1727 2.2353
C -0.4993 1.2906 3.1724
N 0.7183 1.2151 2.3576
N 0.6053 3.9155 0.8355
H 1.8930 2.3572 3.6823
H 2.1055 0.6032 3.8180
H 3.4975 0.4383 1.9381
H 3.9883 1.9899 2.6438
H 3.4519 1.6878 0.1356
H 3.1959 3.9220 -0.1576
H 3.8992 3.8195 1.4556
H 2.7610 5.2132 3.0498
H 0.6115 5.9779 4.0673
H -1.4919 4.9573 3.2287
H -2.0950 3.6865 0.0572
H -2.6127 3.5346 1.7305
H -2.0585 1.4652 0.2542
H -1.8653 0.1111 1.9985
H -2.6150 1.5510 2.7438
H -0.5188 0.4718 3.8993
H -0.5262 2.2506 3.7123
H 0.6583 2.0248 1.7352
C -0.0733 -6.3635 -0.4972
C -0.0969 -6.0303 1.0049
C -1.5392 -6.0821 1.5265
C 0.7217 -7.0738 1.7690
C 0.4846 -4.6368 1.1285
C -0.2829 -3.5426 0.7554
C 0.2846 -2.2790 0.7500
N -0.3044 -1.0698 0.4319
C -1.2851 -0.9007 -0.5452
C -2.4894 -1.5825 -0.6325
C -3.3359 -1.3273 -1.7038
C -2.9488 -0.3475 -2.6085
C -1.7440 0.3578 -2.5718
C -0.8871 0.0839 -1.4999
O 0.3118 0.6473 -1.2069
C -1.5069 1.3374 -3.7177
C -1.6220 0.5805 -5.0512
C -2.5890 2.4274 -3.6452
C -0.1293 2.0047 -3.6913
C -4.6400 -2.0704 -1.9288
C -5.8117 -1.1103 -1.6801
C -4.7776 -3.2762 -0.9958
C -4.6831 -2.5842 -3.3762
C 1.6683 -2.0983 1.0370
O 2.0897 -0.8443 0.7903
C 2.4187 -3.1728 1.5323
C 1.7968 -4.4154 1.5535
C 3.7992 -2.9541 2.1351
C 4.7159 -2.2325 1.1383
C 3.5586 -2.1248 3.4104
C 4.4959 -4.2538 2.5442
H -0.4558 -7.3667 -0.6640
H 0.9463 -6.3126 -0.8742
H -0.6873 -5.6587 -1.0546
H -1.8860 -7.1108 1.5318
H -2.2255 -5.5198 0.9005
H -1.5959 -5.7025 2.5442
H 0.2235 -8.0377 1.7143
H 0.8130 -6.8051 2.8199
H 1.7112 -7.1996 1.3379
H -1.3102 -3.6698 0.4682
H -2.7673 -2.2729 0.1463
H -3.6329 -0.1091 -3.4029
H -2.5817 0.0853 -5.1612
H -0.8391 -0.1714 -5.1211
H -1.5100 1.2784 -5.8772
H -3.5757 2.0155 -3.8330
H -2.3985 3.1952 -4.3901
H -2.6025 2.8953 -2.6602
H 0.6554 1.2790 -3.4869
H -0.0881 2.8014 -2.9549
H 0.0638 2.4505 -4.6642
H -5.8072 -0.7629 -0.6488
H -6.7526 -1.6217 -1.8609
H -5.7657 -0.2444 -2.3360
H -4.8682 -2.9666 0.0433
H -3.9250 -3.9440 -1.1037
H -5.6753 -3.8314 -1.2555
H -4.7534 -1.7755 -4.0977
H -5.5521 -3.2218 -3.5133
H -3.7914 -3.1662 -3.5982
H 2.3680 -5.2566 1.8984
H 4.2539 -1.3348 0.7293
H 4.9455 -2.8993 0.3094
H 5.6527 -1.9615 1.6205
H 2.8963 -1.2861 3.2047
H 4.4943 -1.7549 3.8192
H 3.0812 -2.7501 4.1618
H 4.6415 -4.9130 1.6919
H 3.9355 -4.7820 3.3112
H 5.4750 -4.0145 2.9532
Cl 2.6432 8.1567 -3.9666
C 2.0688 6.8690 -2.9929
C 2.5843 5.5884 -3.1662
C 2.1311 4.5555 -2.3690
C 1.1525 4.7781 -1.4034
C 0.6032 3.6167 -0.5981
C 0.6528 6.0655 -1.2308
C 1.1011 7.1077 -2.0208
H 3.3301 5.4014 -3.9227
H 2.5302 3.5608 -2.5159
H 1.1954 2.7181 -0.8190
H -0.4214 3.4084 -0.9083
H -0.0858 6.2577 -0.4648
H 0.7153 8.1073 -1.8913
```

***

[3]
The following is a DFT calculation (ωB97M-V/def2-TZVPD) of a 6-piece molecular cluster, C46H65B overall.

Gap between HOMO and LUMO: 9.96 eV
SMILES string: BCCCCCCCCCCCCCCCC.c1ccccc1.c1ccccc1.c1ccccc1.c1ccccc1.c1ccccc1

Structure (XYZ):
```
112
C46H65B, DFT ωB97M-V/def2-TZVPD
B 0.1326 -0.9674 -0.5148
C 1.0477 0.2719 -0.7423
C 0.7986 1.3869 0.2953
C -0.6835 1.7217 0.4565
C -0.9535 2.9986 1.2369
C -2.4457 3.3533 1.2376
C -2.8183 4.3371 0.1332
C -4.3344 4.5637 -0.0217
C -4.8956 4.1870 -1.4051
C -5.5328 2.7989 -1.5244
C -6.7153 2.5125 -0.5996
C -7.1773 1.0524 -0.6235
C -7.7585 0.5727 0.7126
C -6.7882 0.5856 1.9093
C -5.3392 0.1914 1.6069
C -5.1727 -1.2495 1.1029
C -4.0215 -1.4164 0.1189
H -0.5149 -1.4544 -1.3918
H 0.0853 -1.4711 0.5694
H 2.0799 -0.0893 -0.5967
H 1.0026 0.6797 -1.7560
H 1.2095 1.0866 1.2660
H 1.3350 2.2969 0.0024
H -1.1428 1.7968 -0.5400
H -1.1898 0.8858 0.9608
H -0.5874 2.8869 2.2634
H -0.3812 3.8237 0.7916
H -3.0214 2.4317 1.0943
H -2.7640 3.7566 2.2036
H -2.4050 3.9626 -0.8137
H -2.3113 5.2925 0.3138
H -4.8398 3.9647 0.7456
H -4.5886 5.6008 0.2087
H -4.0641 4.2132 -2.1188
H -5.6044 4.9429 -1.7602
H -5.8765 2.6705 -2.5577
H -4.7564 2.0346 -1.3719
H -6.4704 2.8072 0.4258
H -7.5459 3.1695 -0.8904
H -6.3333 0.4124 -0.9048
H -7.9309 0.9072 -1.4025
H -8.6074 1.2249 0.9546
H -8.1899 -0.4249 0.5845
H -7.1789 -0.0999 2.6715
H -6.7896 1.5741 2.3810
H -4.9149 0.8807 0.8699
H -4.7526 0.3363 2.5203
H -6.1083 -1.5865 0.6416
H -5.0125 -1.9150 1.9582
H -4.1719 -0.8013 -0.7732
H -3.0704 -1.1137 0.5718
H -3.9080 -2.4544 -0.2016
C 2.8671 -3.3598 0.2097
C 3.5849 -4.4102 0.7652
C 4.1508 -5.3745 -0.0573
C 4.0002 -5.2891 -1.4349
C 3.2827 -4.2391 -1.9914
C 2.7171 -3.2758 -1.1676
H 2.4212 -2.6091 0.8504
H 3.7015 -4.4779 1.8393
H 4.7101 -6.1952 0.3745
H 4.4425 -6.0433 -2.0738
H 3.1642 -4.1717 -3.0653
H 2.1601 -2.4551 -1.6043
C -0.2096 5.0922 4.8561
C -0.4221 4.9729 6.2229
C -1.7044 5.0984 6.7394
C -2.7746 5.3436 5.8897
C -2.5624 5.4611 4.5230
C -1.2800 5.3338 4.0066
H 0.7901 4.9933 4.4521
H 0.4121 4.7819 6.8858
H -1.8699 5.0052 7.8051
H -3.7745 5.4423 6.2927
H -3.3972 5.6506 3.8592
H -1.1154 5.4202 2.9401
C -4.1369 6.8930 -3.7517
C -4.7115 8.0920 -3.3539
C -5.7580 8.6362 -4.0862
C -6.2299 7.9803 -5.2147
C -5.6560 6.7799 -5.6111
C -4.6096 6.2358 -4.8791
H -3.3255 6.4652 -3.1763
H -4.3449 8.6017 -2.4718
H -6.2065 9.5715 -3.7765
H -7.0460 8.4044 -5.7856
H -6.0253 6.2677 -6.4904
H -4.1643 5.2975 -5.1853
C 7.3398 -6.5962 -2.0962
C 8.0499 -7.6480 -1.5337
C 8.6251 -8.6114 -2.3514
C 8.4911 -8.5233 -3.7303
C 7.7804 -7.4715 -4.2925
C 7.2053 -6.5080 -3.4752
H 6.8948 -5.8411 -1.4602
H 8.1598 -7.7145 -0.4586
H 9.1788 -9.4330 -1.9137
H 8.9398 -9.2749 -4.3673
H 7.6764 -7.4022 -5.3678
H 6.6531 -5.6852 -3.9124
C 11.7209 -6.2447 2.4998
C 11.5741 -7.4682 3.1389
C 11.1789 -8.5856 2.4163
C 10.9312 -8.4782 1.0546
C 11.0784 -7.2550 0.4147
C 11.4728 -6.1378 1.1382
H 12.0279 -5.3733 3.0641
H 11.7678 -7.5511 4.2008
H 11.0646 -9.5399 2.9143
H 10.6236 -9.3503 0.4907
H 10.8787 -7.1722 -0.6459
H 11.5846 -5.1833 0.6399
```

***

E / Eh: -15126.0120, -3524.7617, -1816.5971
F_max / Eh/bohr: 0.063, 0.058, 0.007